Entry i
Density functional theory data (ωB97M-V/def2-TZVPD) for 10 unconnected molecules or ions with the total composition H20O10.

Properties
LUMO   -0.038 eV
SMILES   O.O.O.O.O.O.O.O.O.O
Gap between HOMO and LUMO   10.04 eV
Total charge   0

Each line ends with the Mulliken charge.
Atoms and positions in Å:
O: 1.043 -1.756 -3.260  -0.694
O: 0.397 -2.791 1.663  -0.670
O: 1.984 -1.948 -0.588  -0.698
O: 1.906 1.807 3.499  -0.622
O: -2.904 0.180 -0.368  -0.682
O: -0.248 -0.040 0.326  -0.550
O: -2.457 -0.484 -3.338  -0.687
O: -0.148 0.395 -2.432  -0.727
O: 0.350 2.733 0.795  -0.635
O: -0.898 1.313 3.208  -0.622
H: 0.231 -0.161 -3.126  0.404
H: 1.521 1.982 4.327  0.282
H: 0.027 0.874 0.621  0.228
H: 1.883 -1.883 -3.795  0.340
H: 1.199 -2.097 -0.069  0.354
H: -2.030 -1.012 -4.024  0.268
H: -0.849 1.625 4.089  0.281
H: 2.482 -2.743 -0.604  0.291
H: -2.106 0.082 0.121  0.351
H: 0.152 -1.885 1.849  0.295
H: 1.356 -1.806 -2.329  0.418
H: 1.098 -2.797 2.300  0.322
H: 1.243 3.081 0.906  0.306
H: -1.566 1.776 2.698  0.297
H: 1.075 1.635 3.042  0.407
H: -3.035 -0.494 -1.022  0.305
H: -0.166 3.321 1.368  0.277
H: -0.171 -0.117 -0.610  0.448
H: -1.732 0.045 -2.971  0.485
H: 0.363 1.164 -2.276  0.230

=====

Entry ii
Density functional theory data (ωB97M-V/def2-TZVPD) for 10 unconnected molecules or ions with the total composition H20O10.

Properties
LUMO   -0.156 eV
SMILES   O.O.O.O.O.O.O.O.O.O
Gap between HOMO and LUMO   10.61 eV
Total charge   0

Each line ends with the Mulliken charge.
Atoms and positions in Å:
O: 8.043 23.078 2.764  -0.595
O: 7.711 20.223 3.110  -0.418
O: 8.383 19.880 5.880  -0.710
O: 5.474 19.733 4.855  -0.657
O: 10.872 21.426 4.220  -0.612
O: 4.852 17.377 2.029  -0.615
O: 9.028 22.487 6.615  -0.613
O: 9.020 17.706 0.950  -0.608
O: 7.488 17.381 3.110  -0.632
O: 7.585 21.308 0.299  -0.618
H: 5.792 19.860 4.011  0.281
H: 5.713 18.816 4.891  0.340
H: 7.286 22.499 2.735  0.313
H: 8.481 20.351 3.669  0.321
H: 10.563 21.130 5.057  0.278
H: 8.527 22.552 7.421  0.283
H: 8.240 17.600 2.571  0.326
H: 9.294 17.033 0.300  0.270
H: 7.839 23.901 3.183  0.274
H: 7.643 16.491 3.411  0.260
H: 8.743 21.653 6.280  0.401
H: 9.733 18.327 0.774  0.304
H: 5.513 17.373 2.677  0.299
H: 7.581 19.700 5.380  0.383
H: 8.170 22.019 0.220  0.324
H: 11.307 20.661 3.805  0.295
H: 8.333 19.551 6.766  0.239
H: 7.822 20.927 1.138  0.320
H: 7.590 19.277 3.029  0.246
H: 4.656 18.294 1.792  0.321

=====

According to the calculations, the structures order from most to least stable as entry i, entry ii.

=====

Entry i
Density functional theory data (ωB97M-V/def2-TZVPD) for 10 unconnected molecules or ions with the total composition H20O10.

Properties
LUMO   -0.732 eV
SMILES   O.O.O.O.O.O.O.O.O.O
Gap between HOMO and LUMO   9.77 eV
Total charge   0

Each line ends with the Mulliken charge.
Atoms and positions in Å:
O: -4.197 -0.939 -0.015  -0.618
O: -4.324 1.120 1.378  -0.613
O: 3.707 -0.294 -1.827  -0.609
O: 0.035 0.149 1.495  -0.596
O: 4.555 -1.500 2.406  -0.597
O: -0.825 1.996 -0.532  -0.623
O: 0.992 -3.584 -0.664  -0.605
O: -1.057 4.414 -0.760  -0.601
O: 3.840 2.277 -0.364  -0.562
O: -2.938 -3.118 -1.040  -0.595
H: -1.121 2.464 0.259  0.314
H: 0.368 -3.050 -0.150  0.295
H: -3.782 -1.624 0.502  0.339
H: -2.039 -3.480 -1.098  0.258
H: -0.188 3.993 -0.630  0.346
H: -3.606 1.206 0.748  0.287
H: 0.311 -3.656 -1.416  0.331
H: -5.055 -1.226 -0.409  0.279
H: -3.851 0.525 2.052  0.308
H: 3.730 -1.133 -2.278  0.290
H: -1.707 3.969 -0.206  0.325
H: -0.467 1.086 -0.370  0.271
H: -2.593 -2.189 -0.830  0.339
H: 0.555 0.772 1.043  0.239
H: 2.968 1.828 -0.460  0.273
H: 3.624 2.685 0.421  0.286
H: 3.970 -0.773 2.199  0.299
H: 4.953 -1.730 1.645  0.299
H: 3.406 0.353 -2.551  0.326
H: 0.735 -0.541 1.451  0.313

=====

Entry ii
Density functional theory data (ωB97M-V/def2-TZVPD) for 10 unconnected molecules or ions with the total composition H20O10.

Properties
LUMO   -0.459 eV
SMILES   O.O.O.O.O.O.O.O.O.O
Gap between HOMO and LUMO   9.29 eV
Total charge   0

Each line ends with the Mulliken charge.
Atoms and positions in Å:
O: 0.430 -4.282 -0.730  -0.633
O: -4.439 -1.769 2.073  -0.629
O: -3.967 0.818 -0.932  -0.500
O: -0.045 5.631 0.725  -0.632
O: -0.440 0.023 -0.135  -0.589
O: 2.135 1.070 -3.388  -0.613
O: 2.935 1.354 2.060  -0.590
O: 1.750 -1.542 3.313  -0.613
O: -2.886 -0.205 -2.043  -0.502
O: 3.928 -1.572 -1.198  -0.619
H: 2.476 0.879 1.358  0.295
H: -0.144 0.471 0.666  0.298
H: 0.368 6.337 1.236  0.326
H: -2.327 -0.952 -2.285  0.229
H: 0.972 -4.255 0.067  0.315
H: -3.845 -1.091 2.413  0.311
H: -4.126 1.706 -1.270  0.277
H: -4.499 0.773 -0.130  0.226
H: 3.677 -1.986 -2.031  0.310
H: -0.474 0.724 -0.796  0.281
H: -3.857 -2.510 1.869  0.317
H: 3.431 -2.063 -0.533  0.311
H: -2.422 0.560 -2.399  0.275
H: 3.408 2.055 1.598  0.301
H: 1.805 -0.755 3.867  0.323
H: 1.820 0.285 -2.926  0.319
H: 1.300 -1.239 2.517  0.282
H: 0.430 4.838 0.997  0.306
H: 0.696 -5.099 -1.166  0.319
H: 1.912 1.797 -2.795  0.299

=====

Entry iii
Density functional theory data (ωB97M-V/def2-TZVPD) for 10 unconnected molecules or ions with the total composition H20O10.

Properties
LUMO   -0.179 eV
SMILES   O.O.O.O.O.O.O.O.O.O
Gap between HOMO and LUMO   10.42 eV
Total charge   0

Each line ends with the Mulliken charge.
Atoms and positions in Å:
O: -0.711 -0.678 -4.038  -0.590
O: -0.731 -1.507 0.674  -0.634
O: 0.539 3.135 -1.203  -0.639
O: 2.680 -1.960 1.172  -0.607
O: 1.076 -1.881 -1.270  -0.648
O: -1.477 0.893 -1.393  -0.535
O: -0.828 -2.433 2.857  -0.664
O: 0.521 1.580 1.666  -0.697
O: 2.529 1.505 -0.169  -0.637
O: -2.291 1.099 1.616  -0.606
H: 1.715 1.897 -0.608  0.386
H: -3.225 1.110 1.459  0.285
H: 1.260 2.995 -1.881  0.315
H: -1.566 -0.239 -3.835  0.322
H: -2.395 1.117 -1.676  0.320
H: -0.712 -1.065 -3.145  0.235
H: 0.087 -1.150 1.035  0.308
H: 0.468 2.317 0.944  0.283
H: 2.774 -1.134 0.962  0.293
H: -0.167 3.238 -1.728  0.268
H: -2.294 0.351 2.174  0.296
H: -0.664 -1.628 -0.283  0.286
H: -1.744 1.063 -0.397  0.285
H: 2.183 1.668 0.733  0.436
H: -0.193 -2.010 3.409  0.270
H: 0.608 -2.250 -2.099  0.281
H: 1.001 -2.628 -0.696  0.341
H: -0.779 -2.416 1.937  0.460
H: -0.137 0.926 1.600  0.281
H: 2.469 -1.916 2.181  0.304

=====

According to the calculations, the structures order from most to least stable as entry iii, entry i, entry ii.